Molecular formula: C10H8O3
Method: DFT, ωB97M-V/def2-TZVPD

Last column: natural (NBO) charge in e.
CARTESIAN COORDINATES (ANGSTROEM)
H 2.627 1.156 0.141  0.2254
C 0.877 -0.017 -0.469  0.3733
H -1.260 3.250 0.378  0.2497
C -0.455 -0.180 -0.222  -0.2097
O -2.666 0.931 -0.235  -0.5151
H -3.131 -2.564 0.545  0.2514
C 2.913 -1.344 0.009  -0.3469
H 2.881 -2.517 -0.487  0.2447
C -1.265 -1.435 0.052  -0.1494
O 1.593 -1.030 -0.638  -0.5180
H 3.182 -1.739 1.451  0.2081
C -1.259 1.000 -0.134  0.3388
C -3.467 -0.249 -0.185  0.7974
H 1.384 3.281 0.275  0.2222
O -4.584 -0.215 -0.245  -0.5062
C -2.609 -1.536 0.065  -0.3517
H -0.388 -2.306 0.096  0.2333
C -0.728 2.267 -0.132  -0.3055
C 1.561 1.279 -0.052  -0.2923
C 0.714 2.360 -0.075  -0.1757
H 4.080 -0.390 -0.138  0.2262

Results
* frontier orbital gap: 8.42 eV
* E_tot: -611.27966 Eh
* energy above the lowest of the compared OMol25 structures with the same formula, charge and spin: 809.3 kJ/mol
* HOMO level: -8.583 eV